DFT (the ωB97M-V functional and the def2-TZVPD basis) results for the molecule C3H7NS2 at a distorted geometry.

Properties
E	-969.50039	Ha
total charge	0
HOMO (alpha / beta)	-9.14 / -8.03	eV
Kohn-Sham gap (alpha / beta)	8.635 / 6.093	eV

XYZ file:
```
13
Properties=species:S:1:pos:R:3:forces:R:3:lowdin_charge:R:1
C 0.099481 1.445432 -0.344729 -0.13 2.39 2.04 -0.44
C -1.457626 1.168456 -0.276417 1.44 -1.56 -0.12 -0.80
C 1.134906 -2.261558 0.408642 -0.33 -0.18 1.74 -0.32
N 0.806766 0.223275 -0.201894 0.02 -0.16 0.62 -0.40
S -2.484647 2.512306 -0.683950 -0.21 0.18 -0.35 0.64
S 0.192670 -0.729277 0.943198 1.22 -1.88 -0.13 0.88
H 0.511291 1.783893 -1.277805 -0.63 0.86 -0.59 0.09
H 0.292683 2.326988 0.476566 -0.04 -2.15 -1.66 0.15
H -1.469425 0.190690 -0.865980 -1.11 1.33 0.50 0.07
H -1.653298 0.926758 0.806342 0.04 0.15 -0.96 0.04
H 0.464464 -3.168486 0.433261 0.69 1.12 -0.42 0.05
H 1.975199 -2.448101 1.109717 -0.60 0.15 -0.22 0.03
H 1.587535 -1.970376 -0.526950 -0.35 -0.25 -0.46 0.02
```
Positions in Å, forces in eV/Å.


DFT (the ωB97M-V functional and the def2-TZVPD basis) results for the molecule C3H7NS2 at a distorted geometry.

Properties
E	-969.59681	Ha
total charge	0
SMILES	CSN(C)C=S
HOMO	-8.48	eV
Kohn-Sham gap	8.812	eV

XYZ file:
```
13
Properties=species:S:1:pos:R:3:forces:R:3:lowdin_charge:R:1
C -0.149539 2.110682 -0.511796 0.35 -0.52 0.01 -0.36
S -0.480537 0.476148 -1.282252 0.62 1.19 0.06 0.86
N 0.040780 -0.520648 -0.005762 -0.05 -0.15 -0.91 -0.58
C -0.983565 -1.443325 0.413211 0.37 -0.99 2.12 -0.15
C 1.326328 -0.883135 0.181546 1.03 0.15 0.88 -0.76
S 2.713937 -0.094716 -0.273603 -1.10 -0.68 0.08 0.58
H -0.199589 2.844309 -1.333728 -0.09 -0.18 0.59 0.04
H -0.844327 2.274040 0.308753 -0.34 0.28 -0.32 0.03
H 0.848273 2.095584 -0.047290 -0.19 0.00 -0.61 0.01
H -1.951812 -0.950583 0.473615 0.15 -0.07 0.01 0.07
H -1.025841 -2.325574 -0.217454 -0.21 -0.06 -0.32 0.08
H -0.657334 -1.805347 1.434355 -0.76 0.28 -0.93 0.10
H 1.363227 -1.777434 0.860405 0.22 0.76 -0.66 0.08
```
Positions in Å, forces in eV/Å.


DFT (the ωB97M-V functional and the def2-TZVPD basis) results for a cluster of 2 separate species, C3H7NSi in total at a distorted geometry.

Properties
E	-462.56282	Ha
total charge	0
HOMO (alpha / beta)	-7.42 / -7.43	eV
Kohn-Sham gap (alpha / beta)	7.221 / 7.223	eV

XYZ file:
```
12
Properties=species:S:1:pos:R:3:forces:R:3:lowdin_charge:R:1
C -2.165636 -0.609980 -0.656384 2.59 3.39 1.15 -0.06
C -1.563414 -0.051444 0.412361 -0.63 -0.24 0.90 -0.39
C 2.126011 -0.407929 0.421110 -1.99 0.27 -0.04 -0.25
N 2.756268 -0.275288 -0.652119 2.37 -0.86 0.84 -0.09
Si -0.243995 1.261844 0.365172 1.26 -2.94 -3.14 0.79
H -2.810539 -1.364719 -0.466198 -2.03 -2.33 -0.08 0.02
H -1.986023 -0.142855 -1.596492 -0.09 -0.31 -0.94 0.04
H -1.878918 -0.476143 1.368308 0.35 0.00 -0.01 0.04
H 2.307207 -1.199492 1.245895 -0.13 1.35 -0.91 0.04
H 3.719079 -0.819629 -0.627516 -2.20 0.84 -0.20 0.07
H 0.228493 2.245470 1.232049 -0.05 1.09 1.48 -0.15
H -0.488529 1.840160 -1.046183 0.58 -0.25 0.94 -0.05
```
Positions in Å, forces in eV/Å.


DFT (the ωB97M-V functional and the def2-TZVPD basis) results for a cluster of 2 separate species, C3H7NSi in total at a distorted geometry.

Properties
E	-462.55054	Ha
total charge	0
HOMO (alpha / beta)	-7.41 / -6.84	eV
Kohn-Sham gap (alpha / beta)	7.320 / 6.881	eV

XYZ file:
```
12
Properties=species:S:1:pos:R:3:forces:R:3:lowdin_charge:R:1
C 1.030527 1.987926 0.990864 2.66 3.27 0.62 -0.16
C -0.105567 1.423063 0.758722 -2.58 -3.00 -0.46 -0.40
C -0.313035 -1.803311 -1.446652 -1.97 1.84 -0.01 -0.18
N -1.111453 -1.717186 -2.395998 -0.50 0.99 2.99 0.00
Si -0.372667 -0.466466 1.215871 -0.71 0.97 -3.45 0.77
H 1.103434 3.085033 0.709453 0.28 -1.36 0.15 0.07
H 1.932340 1.625193 1.523149 -0.88 -0.20 -0.29 0.05
H -0.820738 1.982123 0.141943 0.01 -0.32 0.49 0.05
H 0.643852 -2.190876 -1.428243 2.08 -1.26 -0.09 -0.03
H -1.062816 -2.143548 -3.282385 0.78 -0.80 -1.19 0.02
H -1.792983 -1.042334 1.271745 1.06 0.49 0.77 -0.10
H 0.869106 -0.739618 1.941532 -0.21 -0.61 0.49 -0.10
```
Positions in Å, forces in eV/Å.


DFT (the ωB97M-V functional and the def2-TZVPD basis) results for a cluster of 2 separate species, C3H7O in total.

Properties
E	-193.69685	Ha
total charge	-1
HOMO	-1.02	eV
Kohn-Sham gap	5.690	eV

XYZ file:
```
11
Properties=species:S:1:pos:R:3:forces:R:3:lowdin_charge:R:1
O 2.517227 -0.101182 0.256039 0.04 -0.12 0.14 -0.11
H 1.616636 0.114343 -0.048658 -0.03 -0.04 -0.27 -0.02
C -1.282015 -0.421869 0.941210 0.21 0.17 -0.15 -0.18
C -0.622273 0.421305 0.058025 -0.08 0.00 -0.05 -0.50
C -0.502179 0.371976 -1.323112 0.38 0.36 -0.06 -0.19
H -1.243335 -0.217241 1.998343 -0.11 -0.07 0.21 -0.04
H 2.357586 -0.885961 0.790864 -0.01 0.07 0.00 0.02
H -1.863790 -1.264894 0.578099 0.02 0.01 0.10 -0.02
H -0.079426 1.261636 0.516648 -0.20 -0.11 0.05 0.07
H 0.067770 1.132276 -1.859273 -0.17 -0.15 0.10 -0.02
H -0.966203 -0.410385 -1.908184 -0.05 -0.12 -0.08 -0.01
```
Positions in Å, forces in eV/Å.


DFT (the ωB97M-V functional and the def2-TZVPD basis) results for a cluster of 2 separate species, C3H7O in total at a distorted geometry.

Properties
E	-193.28583	Ha
total charge	+1
HOMO (alpha / beta)	-14.62 / -14.62	eV
Kohn-Sham gap (alpha / beta)	8.156 / 8.157	eV

XYZ file:
```
11
Properties=species:S:1:pos:R:3:forces:R:3:lowdin_charge:R:1
C 1.854550 -0.213265 -0.489901 0.46 2.27 -0.92 0.20
C -1.785425 -0.136686 -0.275407 1.95 -0.75 0.22 0.14
C 0.092249 0.378477 0.876969 -3.97 -1.21 -0.10 -0.01
O 0.963438 0.571372 -0.107444 2.65 -0.64 -2.83 -0.03
H 2.529315 0.145724 -1.237714 -0.06 0.52 -0.68 0.13
H 2.121588 -1.131155 -0.107967 -0.28 -2.20 1.55 0.11
H -1.585698 -1.128327 -0.845439 -0.21 1.69 1.41 0.08
H -2.429847 -0.195831 0.635041 0.49 0.14 -1.16 0.05
H -1.904114 0.709763 -1.015434 0.21 -0.76 1.36 0.06
H 0.475627 -0.376237 1.631329 -1.18 1.27 -0.59 0.15
H -0.331687 1.376170 0.935970 -0.06 -0.34 1.73 0.11
```
Positions in Å, forces in eV/Å.


DFT (the ωB97M-V functional and the def2-TZVPD basis) results for the ion C3H7O2 with charge -1 at a distorted geometry.

Properties
E	-268.95003	Ha
total charge	-1
SMILES	[O-]CCCO
HOMO	-2.30	eV
Kohn-Sham gap	6.270	eV

XYZ file:
```
12
Properties=species:S:1:pos:R:3:forces:R:3:lowdin_charge:R:1
O -1.963391 1.131009 -1.285984 -0.30 0.21 0.06 -0.36
C -1.247660 0.077090 -0.929081 0.31 -0.54 0.05 -0.59
C -0.248164 0.337296 0.259441 -0.19 1.29 -0.74 -0.23
C 1.079653 -0.361386 0.131887 -0.23 -0.40 1.90 -0.26
O 1.773768 -0.423673 1.437812 -0.18 0.31 -0.40 -0.14
H -0.562839 -0.317347 -1.726849 0.16 -0.02 -0.35 0.07
H -1.835418 -0.852736 -0.672711 -0.04 0.05 0.21 0.07
H -0.111541 1.425934 0.137818 0.13 -0.23 0.29 0.10
H -0.701763 0.197531 1.241701 -0.15 -0.34 0.15 0.09
H 0.922767 -1.412751 -0.099663 0.17 -0.02 -0.71 0.10
H 1.732403 0.184635 -0.532768 0.16 -0.27 -0.50 0.10
H 1.162186 0.014399 2.038399 0.17 -0.04 0.04 0.04
```
Positions in Å, forces in eV/Å.


DFT (the ωB97M-V functional and the def2-TZVPD basis) results for the ion C3H7O2 with charge +1 at a distorted geometry.

Properties
E	-268.42954	Ha
total charge	+1
HOMO (alpha / beta)	-18.05 / -18.02	eV
Kohn-Sham gap (alpha / beta)	7.821 / 8.949	eV

XYZ file:
```
12
Properties=species:S:1:pos:R:3:forces:R:3:lowdin_charge:R:1
C 0.093207 -1.327058 0.045958 2.25 1.65 1.76 0.06
C -0.868952 1.207043 0.234994 1.10 -2.26 -0.13 0.09
C 0.128240 0.180051 -0.372209 -0.92 -3.19 2.61 -0.32
O 2.418701 -0.006270 -0.022502 -3.45 2.25 -0.69 0.28
O 1.333622 0.742958 -0.256121 5.43 -0.63 0.43 0.12
H -0.513618 -1.806855 -0.599828 -1.93 -1.83 -2.18 0.06
H -0.395674 -1.336661 0.997168 -0.43 0.03 0.88 0.11
H 1.052728 -1.884878 0.184948 -0.73 0.88 -0.52 0.12
H -0.553162 2.095770 -0.170125 -0.25 2.49 -0.86 0.08
H -0.713502 1.165637 1.264557 0.45 0.21 1.89 0.09
H -1.842348 0.841999 0.081888 -1.32 0.02 -0.83 0.11
H -0.139242 0.128269 -1.388726 -0.18 0.38 -2.36 0.20
```
Positions in Å, forces in eV/Å.


DFT (the ωB97M-V functional and the def2-TZVPD basis) results for a cluster of 2 separate species, C3H7O2PS in total at a distorted geometry.

Properties
E	-1008.51796	Ha
total charge	-2
HOMO	1.06	eV
Kohn-Sham gap	4.880	eV

XYZ file:
```
14
Properties=species:S:1:pos:R:3:forces:R:3:lowdin_charge:R:1
C 1.409486 0.805218 1.344698 -0.30 6.07 1.42 -0.13
C 0.614009 0.988731 0.110675 1.47 -0.97 0.80 -0.22
C 1.023288 1.792006 -0.828598 -1.22 -0.19 -0.78 -0.03
O -1.302805 -1.421714 0.456337 2.21 1.95 2.46 -0.55
O -3.366473 -2.761650 0.038652 -0.29 -0.46 -0.36 -0.58
P -2.119976 -2.128062 -0.524895 -1.14 -1.36 -1.89 -0.33
S -2.355682 -1.062967 -2.267324 -0.35 0.40 -0.42 -0.32
H 1.771740 -0.114863 1.363168 1.44 -4.22 0.54 0.02
H 2.264390 1.547485 1.477491 -0.42 -0.74 -0.82 0.07
H 0.883157 1.104112 2.259459 -0.54 -0.91 0.00 0.07
H -1.202952 -3.095926 -1.077138 -0.33 -0.53 0.23 -0.08
H 0.004617 0.143525 0.000060 -1.94 -0.81 -0.61 0.03
H 1.788845 2.430128 -0.548490 1.58 1.56 -0.06 0.01
H 0.588356 1.773978 -1.804094 -0.18 0.22 -0.49 0.04
```
Positions in Å, forces in eV/Å.


DFT (the ωB97M-V functional and the def2-TZVPD basis) results for a cluster of 2 separate species, C3H7O2S in total at a distorted geometry.

Properties
E	-667.18711	Ha
total charge	-1
HOMO	-2.55	eV
Kohn-Sham gap	6.073	eV

XYZ file:
```
13
Properties=species:S:1:pos:R:3:forces:R:3:lowdin_charge:R:1
C 1.389380 0.934620 -1.186408 -3.06 -0.48 0.06 -0.87
C 1.537982 1.189479 0.316913 2.77 1.72 -0.84 -0.28
C -2.710984 -1.730058 0.894074 0.00 3.81 -5.88 -0.35
O -3.472558 -1.265212 0.017204 1.69 -1.40 2.33 0.00
O -1.392329 -1.585099 0.886126 -1.01 -1.47 2.49 0.08
S 1.468370 -0.862122 -1.487620 -0.22 0.13 -0.24 0.09
H 1.966288 1.537375 -1.851744 1.44 0.26 -0.03 0.00
H 0.971130 0.540274 0.918986 -1.36 -0.59 0.47 0.00
H 1.298640 2.272715 0.427616 0.17 -0.54 0.80 0.05
H 2.605231 0.951771 0.716523 -1.44 0.69 -0.98 0.08
H -0.937485 -1.164695 0.170124 0.45 0.71 -1.81 0.04
H 0.344952 1.396275 -1.532482 1.40 -1.15 0.97 0.06
H -3.068619 -2.215322 1.710687 -0.83 -1.68 2.65 0.09
```
Positions in Å, forces in eV/Å.